Density functional theory data (wB97M-V/def2-TZVPD) for a molecular structure, C17H8ClF5NO4RuSe in a non-equilibrium geometry.

Atoms and positions in Å:
Ru: -0.266140 -0.146313 -0.051804
Cl: 2.777761 6.433452 1.445367
C: 2.008900 4.911902 1.349736
C: 1.616188 4.248218 2.527935
C: 1.058315 3.005226 2.459139
C: 0.852727 2.343815 1.212674
O: 0.388092 1.161128 1.237163
C: 1.219631 3.050507 0.008526
C: 1.002246 2.479614 -1.297365
O: 0.705105 1.323268 -1.571093
C: 1.796556 4.319900 0.113041
H: 1.778361 4.731429 3.479769
H: 0.773942 2.456697 3.344114
H: 1.113262 3.194303 -2.132073
H: 2.120641 4.836315 -0.780213
O: -2.962590 2.792785 0.104884
C: -3.111339 1.683739 -0.318477
C: -4.368311 1.087008 -0.962629
C: -3.957433 -0.300040 -1.457746
C: -2.559517 -0.412172 -0.939660
O: -1.741509 -1.357414 -0.987592
N: -2.150947 0.691670 -0.309374
H: -4.713055 1.748261 -1.755441
H: -5.148077 1.053659 -0.198204
H: -3.984902 -0.394833 -2.544372
H: -4.565225 -1.107951 -1.049965
F: 1.711502 -7.173658 -0.712069
C: 1.697779 -5.890367 -0.404500
C: 2.437747 -5.430398 0.689398
F: 3.163467 -6.276914 1.401920
C: 2.406624 -4.079551 1.005365
F: 3.080005 -3.603579 2.046447
C: 1.669372 -3.171584 0.236467
Se: 1.696967 -1.344331 0.670816
C: 0.954779 -3.650626 -0.862385
F: 0.312102 -2.750973 -1.612163
C: 0.942673 -5.000861 -1.178954
F: 0.244301 -5.461332 -2.206680

Cartesian forces (eV/Å) of the 3 atoms listed first:
Ru -0.3 0.3 0.4
Cl -0.1 -0.1 0.0
C 0.0 -0.1 0.3

* HOMO level (alpha / beta): -0.439 / -0.451 Eh
* multiplicity: 5
* charge: +1
* F_max: 1.50 eV Å⁻¹
* relative energy (zero: lowest compared OMol25 entry of this formula, charge and spin): 0.0 kcal per mole



Density functional theory data (wB97M-V/def2-TZVPD) for a single C6H9NO molecule in a non-equilibrium geometry.

Atoms and positions in Å:
C: 1.768065 -1.216130 -0.458206
C: 0.988311 -0.678697 0.694431
C: -0.061046 0.315988 0.240272
C: -1.376857 -0.444545 -0.074992
N: -2.444344 0.313828 -0.523464
O: -1.584592 -1.627824 0.083798
C: 0.336946 1.640226 -0.452304
C: -0.085176 1.769909 0.781588
H: 1.044308 -1.808521 -1.001958
H: 2.718050 -1.811957 -0.259345
H: 2.126548 -0.344523 -1.193853
H: 1.578388 -0.061045 1.285800
H: 0.388168 -1.498661 1.216308
H: -2.422447 1.246962 -0.260960
H: -3.349353 -0.159443 -0.354880
H: 0.790414 2.041244 -1.287808
H: -0.415379 2.323190 1.565567

Cartesian forces (eV/Å) of the 3 atoms listed first:
C 1.8 0.8 -2.1
C -1.6 -0.5 0.1
C -0.7 0.3 -0.6

* HOMO level: -0.343 Eh
* multiplicity: 1
* structure (SMILES): CCC1(C(N)=O)C=C1
* charge: 0
* F_max: 4.72 eV Å⁻¹
* relative energy (zero: lowest compared OMol25 entry of this formula, charge and spin): 64.1 kcal per mole



Density functional theory data (wB97M-V/def2-TZVPD) for 11 unconnected molecules or ions with the total composition H22O11.

Atoms and positions in Å:
O: 0.331558 -0.729697 0.216794
H: 1.126807 -0.951426 -0.267608
H: 0.192733 0.200243 0.037442
O: -0.741669 1.692474 -0.522235
H: -1.388836 1.914000 0.147332
H: -0.136432 2.434033 -0.525675
O: -1.954019 -0.198102 2.460453
H: -2.718581 0.375015 2.403748
H: -1.794620 -0.475538 1.558308
O: -0.584920 -2.915149 -2.864668
H: 0.266005 -2.638883 -2.524299
H: -1.093577 -2.106491 -2.924295
O: 2.348835 0.151762 2.687207
H: 1.810596 -0.489779 3.150855
H: 1.729144 0.822707 2.400751
O: -2.603172 -2.279404 -0.583099
H: -2.528572 -2.953078 -1.258985
H: -1.784772 -1.786723 -0.643955
O: 1.833825 2.015271 0.112427
H: 2.733642 2.335554 0.175574
H: 1.831056 1.459449 -0.666854
O: 0.410001 2.384046 2.592366
H: 0.461778 2.434793 1.637915
H: 1.214405 2.802589 2.898937
O: 0.854612 -2.694222 2.123267
H: 0.191465 -2.245821 1.598479
H: 0.748883 -2.332915 3.003330
O: 1.453139 0.845338 -2.579797
H: 1.797825 1.648702 -2.969685
H: 0.623906 0.694921 -3.033645
O: -1.252259 -0.053020 -2.690284
H: -1.279617 0.628186 -2.018388
H: -2.099168 0.011162 -3.131715

Cartesian forces (eV/Å) of the 3 atoms listed first:
O -0.4 -0.5 -0.1
H 0.3 -0.2 0.1
H -0.2 0.4 0.0

* HOMO level: -0.383 Eh
* multiplicity: 1
* structure (SMILES): O.O.O.O.O.O.O.O.O.O.O
* charge: 0
* F_max: 0.79 eV Å⁻¹
* relative energy (zero: lowest compared OMol25 entry of this formula, charge and spin): 30.6 kcal per mole



Density functional theory data (wB97M-V/def2-TZVPD) for a molecular structure, C24H22N5OS4W in a non-equilibrium geometry.

Atoms and positions in Å:
W: 0.046135 -0.005320 0.191069
C: 4.476103 -2.924857 0.919627
S: 3.006642 -3.845946 0.398481
C: 1.785431 -2.625070 0.374405
S: 1.962102 -1.122785 1.265749
N: 0.710004 -2.927147 -0.283771
N: -0.205773 -1.934065 -0.381849
C: -1.383943 -2.272638 -0.882227
C: -2.201029 -1.195796 -1.303004
C: -3.406554 -1.347565 -1.999168
C: -4.007062 -0.249381 -2.561551
C: -3.404084 1.004006 -2.404824
C: -2.262177 1.106265 -1.654462
N: -1.656294 0.044886 -1.086645
H: 5.252438 -3.670182 1.073290
H: 4.293909 -2.393686 1.848599
H: 4.769620 -2.239218 0.128785
H: -1.610335 -3.313278 -1.067800
H: -3.824080 -2.340144 -2.097198
H: -4.916583 -0.347975 -3.137392
H: -3.821850 1.885217 -2.868523
H: -1.791638 2.063816 -1.487438
C: -0.128771 3.479398 -0.131555
C: -0.238110 2.250594 0.734330
N: 0.923034 1.609886 1.054648
N: 2.105511 2.072250 0.579169
C: 2.540428 1.657484 -0.551350
S: 1.523937 0.623443 -1.605983
S: 4.210579 1.985694 -0.986066
C: 4.116663 3.455406 -2.131872
C: 3.642793 3.164391 -3.521790
C: 2.316484 3.368678 -3.885325
C: 1.873821 3.063757 -5.163308
C: 2.764852 2.570995 -6.102978
C: 4.097803 2.393094 -5.760574
C: 4.532995 2.681822 -4.477764
C: -1.335969 2.207288 1.738180
C: -1.977514 3.346065 2.213636
C: -2.908555 3.241325 3.232204
C: -3.208872 2.001425 3.783742
C: -2.612137 0.851913 3.296361
C: -1.690653 0.950533 2.263226
O: -1.142554 -0.122921 1.668823
H: 0.363391 3.245224 -1.072610
H: 0.484779 4.225096 0.380040
H: -1.106247 3.911452 -0.332125
H: 5.158154 3.771929 -2.137248
H: 3.518552 4.204487 -1.617362
H: 1.625654 3.792572 -3.168687
H: 0.834782 3.218323 -5.426279
H: 2.424184 2.334985 -7.102470
H: 4.803755 2.035960 -6.498670
H: 5.573805 2.531902 -4.216084
H: -1.724285 4.318830 1.813273
H: -3.390344 4.134198 3.605965
H: -3.920532 1.931749 4.594862
H: -2.857054 -0.125117 3.691797

Cartesian forces (eV/Å) of the 3 atoms listed first:
W 1.1 -1.0 -0.2
C -0.2 0.0 0.0
S 0.1 -0.1 0.1

* HOMO level (alpha / beta): -0.389 / -0.413 Eh
* multiplicity: 3
* charge: +1
* F_max: 1.50 eV Å⁻¹
* relative energy (zero: lowest compared OMol25 entry of this formula, charge and spin): 15.7 kcal per mole